DFT (ωB97M-V with the def2-TZVPD basis set) results for a cluster of 9 separate species, C50H95Cl2N12O14PS in total in a non-equilibrium geometry.

Values from the calculation:
Gap between HOMO and LUMO   6.265 eV
DFT total energy   -145085.4655 eV
Structure (SMILES)   CCCCNc1c(CCCCCOC)c(OCCC)c2nc(OC#N)c(CCCCS(=O)(=O)Cl)nc2c1P(O)Cl.CNC(C)=O.CNC(C)=O.CNC(C)=O.CNC(C)=O.CNC(C)=O.CNC(C)=O.CNC(C)=O.CNC(C)=O
Multiplicity   1
E_LUMO   -1.17 eV

Geometry (Å):
C -2.21094 -3.16769 4.27040
C -2.33685 -3.27205 2.63596
C -0.87672 -3.57919 1.88086
C 0.29478 -2.50062 2.26403
N 0.65213 -1.50986 1.18501
C -0.52412 -1.06711 0.35174
C -0.56826 -1.52358 -1.25713
C 0.66635 -2.40438 -1.96293
C 2.00448 -1.50981 -2.28046
C 1.99174 0.00700 -1.66226
C 3.30855 0.92771 -2.12066
C 3.42539 2.10152 -0.93584
O 3.70876 3.44216 -1.47060
C 3.43051 4.36577 -0.35219
C -1.85864 -1.11946 -2.24231
O -1.80639 -1.62072 -3.62256
C -1.73593 -0.54746 -4.62092
C -0.56622 0.57234 -4.37293
C -1.04914 1.91160 -3.55181
C -3.15318 -0.23513 -1.65825
N -4.25246 0.02618 -2.65125
C -5.29241 0.85322 -1.94934
O -6.46602 1.27059 -2.78720
C -6.86297 0.07807 -3.56112
N -7.40209 -1.05041 -3.96378
C -5.30647 1.35203 -0.40213
C -6.57572 2.23106 0.22358
C -5.91331 3.28106 1.29913
C -4.70244 4.21929 0.67220
C -4.39925 5.38306 1.81674
S -2.75884 6.25934 1.57839
O -3.02488 7.79264 1.51487
O -1.90427 6.03507 2.88403
Cl -1.65700 5.61602 -0.08097
N -4.18915 1.01489 0.53720
C -3.07524 0.22872 -0.09860
C -1.80061 -0.14560 0.91832
P -1.68829 0.41519 2.75274
O 0.00226 0.66630 3.23902
Cl -2.51916 2.40063 3.00452
H -1.63593 -2.17494 4.59887
H -3.26331 -3.10123 4.81859
H -1.61163 -4.05215 4.77056
H -2.99096 -4.24454 2.41807
H -2.92195 -2.38002 2.15565
H -0.52738 -4.62250 2.34510
H -1.00409 -3.78606 0.72763
H 1.28105 -3.14251 2.46542
H 0.09630 -1.93949 3.29799
H 1.48367 -1.78998 0.62358
H 0.98561 -3.18410 -1.11772
H 0.26979 -3.04418 -2.85962
H 2.16516 -1.51968 -3.46335
H 2.93791 -2.08386 -1.83011
H 2.02595 0.01228 -0.47447
H 1.04370 0.65036 -1.95173
H 3.20381 1.37434 -3.19775
H 4.22512 0.19532 -2.07291
H 2.34288 2.17092 -0.43697
H 4.17468 1.80347 -0.07773
H 2.55571 5.12520 -0.55504
H 4.43674 4.98367 -0.17794
H 3.19610 3.84291 0.66897
H -2.73829 0.02959 -4.80990
H -1.47192 -1.07703 -5.65748
H -0.23967 0.95618 -5.45544
H 0.37307 0.03239 -3.93255
H -0.54269 2.85550 -4.07725
H -0.85850 1.86671 -2.39636
H -2.21865 2.02065 -3.75924
H -7.34225 1.56605 0.82570
H -7.11949 2.81385 -0.63304
H -5.44179 2.66594 2.20652
H -6.70005 4.01960 1.75502
H -3.73363 3.60812 0.38417
H -5.08650 4.76442 -0.29094
H -4.38611 4.86470 2.87956
H -5.24491 6.21679 1.72309
H -0.10291 1.31787 4.01837
C -0.93967 9.38785 -3.31472
N -1.56658 8.10662 -3.09203
C -2.08588 7.25112 -4.01883
C -2.01866 7.65215 -5.46577
O -2.58915 6.18889 -3.65768
H 0.07628 9.34233 -2.91445
H -1.50786 10.14320 -2.76613
H -0.90274 9.65663 -4.37104
H -1.64925 7.76688 -2.14024
H -2.47126 6.87131 -6.08366
H -2.57311 8.58133 -5.62206
H -0.97611 7.77385 -5.77159
C -4.95589 -6.44695 7.97708
N -4.80640 -5.31393 7.09500
C -4.38637 -4.05418 7.40660
C -4.02315 -3.76438 8.83596
O -4.31502 -3.19739 6.52748
H -4.31524 -7.25143 7.60720
H -5.99858 -6.77192 7.93779
H -4.68670 -6.21222 9.00754
H -5.03258 -5.43119 6.11354
H -3.70764 -2.72128 8.92943
H -4.89136 -3.92201 9.48137
H -3.19430 -4.40535 9.14805
C 2.54705 0.32509 6.15922
N 3.05060 -0.40461 5.01987
C 4.34995 -0.61413 4.66170
C 5.42570 -0.03006 5.53383
O 4.60937 -1.26467 3.65098
H 1.94046 -0.35850 6.75854
H 1.91444 1.13606 5.78979
H 3.34555 0.73891 6.77612
H 2.38466 -0.82863 4.38354
H 6.40745 -0.28018 5.12158
H 5.33117 1.05866 5.56512
H 5.35746 -0.44812 6.54170
C 8.39996 6.27456 -1.82188
N 7.04498 6.16229 -1.33653
C 6.36709 7.02458 -0.52571
C 7.08172 8.25990 -0.05425
O 5.20647 6.77766 -0.20316
H 8.36935 6.28086 -2.91433
H 8.95510 5.39605 -1.48364
H 8.89718 7.17791 -1.46672
H 6.49736 5.35453 -1.61185
H 6.41491 8.84823 0.58259
H 7.96219 7.98171 0.53107
H 7.37159 8.87373 -0.91124
C 6.49675 0.26332 -6.23765
N 6.04464 -0.20647 -4.94961
C 5.34946 -1.34508 -4.66542
C 4.98726 -2.25441 -5.80600
O 5.03914 -1.59917 -3.50302
H 7.58434 0.36384 -6.19924
H 6.05179 1.24552 -6.41556
H 6.22233 -0.41250 -7.04843
H 6.25121 0.35373 -4.13005
H 4.43616 -3.11877 -5.42453
H 4.34910 -1.72447 -6.51813
H 5.89410 -2.61338 -6.29998
C 4.52068 -6.96383 4.60191
N 3.22636 -6.43192 4.24700
C 2.89380 -5.13709 3.97628
C 3.97976 -4.10022 4.04421
O 1.73343 -4.85030 3.68760
H 4.79560 -7.71318 3.85537
H 4.43280 -7.44603 5.57870
H 5.29129 -6.19328 4.64474
H 2.44180 -7.07088 4.18091
H 3.56351 -3.11763 3.80424
H 4.39681 -4.06165 5.05405
H 4.76250 -4.33093 3.31666
C -9.90728 -4.66309 3.81367
N -8.63430 -5.33740 3.90839
C -7.40982 -4.79244 4.16170
C -7.32868 -3.30692 4.37538
O -6.41586 -5.51483 4.20901
H -10.57447 -5.09107 4.56607
H -10.31873 -4.85374 2.81932
H -9.82276 -3.58738 3.97215
H -8.60758 -6.34232 3.77573
H -6.29048 -3.02052 4.56630
H -7.67324 -2.78144 3.48075
H -7.93098 -3.02074 5.24174
C 1.59754 -5.02070 -9.29994
N 1.84633 -3.67154 -8.85048
C 2.91508 -2.87315 -9.13481
C 3.99314 -3.42667 -10.02386
O 2.97323 -1.73777 -8.66622
H 0.65189 -5.02660 -9.84779
H 1.50542 -5.66012 -8.41846
H 2.39272 -5.39993 -9.94281
H 1.16306 -3.22871 -8.24615
H 4.77723 -2.67624 -10.15948
H 4.43859 -4.31267 -9.56365
H 3.57813 -3.67390 -11.00461



DFT (ωB97M-V with the def2-TZVPD basis set) results for a structure of composition C22H27ClNO8 in a non-equilibrium geometry.

Values from the calculation:
Gap between HOMO and LUMO   5.252 eV
Charge   -1
DFT total energy   -53642.5124 eV
Multiplicity   1
E_LUMO   2.57 eV

Geometry (Å):
C -2.47182 -2.28886 3.89431
C -1.08566 -2.56405 3.38589
O -0.61397 -1.31726 2.83310
C 0.70965 -1.33439 2.60252
C 1.20858 -0.06487 1.91477
Cl 2.92086 -0.06964 1.89304
C 0.73910 1.09070 2.80368
O 1.45190 1.85706 3.42273
O -0.59618 1.18437 2.81050
C -1.03236 2.45216 3.33665
C -2.52856 2.42320 3.23854
O 1.39248 -2.30809 2.88167
H -2.96786 -3.22583 4.15480
H -2.41788 -1.67739 4.80240
H -3.08244 -1.76052 3.15506
H -0.41571 -2.86826 4.19634
H -1.07238 -3.32044 2.58928
H -0.67734 2.55292 4.36874
H -0.60288 3.23602 2.70306
H -2.93575 3.39030 3.53578
H -2.83225 2.21251 2.20897
H -2.94543 1.65125 3.89354
C 2.62161 -6.06906 -2.38342
N 2.54419 -4.74713 -2.96767
C 2.82041 -4.69990 -4.38691
C 2.37203 -3.61219 -2.23205
C 2.77815 -2.34700 -2.73230
C 2.54974 -1.19712 -1.99556
C 1.70516 -1.20727 -0.84666
C 1.22742 0.01153 -0.24096
C 1.30878 1.18581 -0.91650
C 0.89597 2.46352 -0.29617
O 0.04245 2.54210 0.56187
O 1.42738 3.60263 -0.81776
C 2.27797 3.47309 -1.99183
C 2.21208 4.81869 -2.72334
C 3.68872 3.08891 -1.59480
O 1.67954 2.52110 -2.90025
C 1.14301 1.36341 -2.39122
O 0.52801 0.62830 -3.13253
C 1.37478 -2.47888 -0.32816
C 1.73937 -3.64803 -0.96161
H 2.35503 -6.05444 -1.32506
H 1.94305 -6.74590 -2.92120
H 3.64205 -6.47571 -2.48070
H 2.28351 -3.86929 -4.86146
H 3.89618 -4.58215 -4.59178
H 2.48320 -5.64478 -4.83028
H 3.28025 -2.28113 -3.69739
H 3.02341 -0.26770 -2.31503
H 0.62453 0.04517 0.78028
H 1.16994 5.02734 -2.98792
H 2.58832 5.61981 -2.08203
H 2.80640 4.77507 -3.64057
H 3.71514 2.12901 -1.06636
H 4.32036 3.03276 -2.49069
H 4.09195 3.87100 -0.93856
H 0.80802 -2.55861 0.59503
H 1.46395 -4.59904 -0.50838



DFT (ωB97M-V with the def2-TZVPD basis set) results for a structure of composition C2H6N2 in a non-equilibrium geometry.

Values from the calculation:
Gap between HOMO and LUMO   9.290 eV
DFT total energy   -5147.8070 eV
Multiplicity   1
E_LUMO   0.75 eV

Geometry (Å):
C 0.14928 -0.40358 -0.79092
C 0.14769 0.87347 -0.36680
N 0.23560 0.97512 1.09700
N -0.56016 -1.58374 -0.21237
H 0.52539 -0.81137 -1.73711
H 0.28660 1.82839 -0.83786
H -0.26175 1.77152 1.47981
H 1.20234 1.03401 1.38720
H 0.16169 -1.06423 0.42207
H -1.47060 -1.20946 0.05300



DFT (ωB97M-V with the def2-TZVPD basis set) results for the ion C20H46N2S2 with charge +2 in a non-equilibrium geometry.

Values from the calculation:
Gap between HOMO and LUMO   10.381 eV
Charge   +2
DFT total energy   -46123.4421 eV
Structure (SMILES)   CCCCCC[N+](C)(C)CCSSCC[N+](C)(C)CCCCCC
Multiplicity   1
E_LUMO   -4.62 eV

Geometry (Å):
C 5.43074 4.57286 0.95203
C 4.70766 3.23245 0.95987
C 3.66834 3.16268 2.07715
C 2.93387 1.82340 2.08449
C 1.88767 1.75832 3.20276
C 1.16932 0.41270 3.13868
N 0.01420 0.22665 4.07058
C -1.10242 1.11371 3.69151
C 0.41332 0.55218 5.45657
C -0.42528 -1.20623 4.06780
C -0.55882 -1.93732 2.73592
S -1.95411 -1.37784 1.65863
S -0.99731 -0.46571 0.11112
C -1.02051 -1.71599 -1.23814
C -2.37107 -1.65581 -1.94379
N -2.43523 -2.28374 -3.29739
C -2.18016 -3.73400 -3.18741
C -3.80008 -2.08555 -3.82738
C -1.43808 -1.70186 -4.25201
C -1.54929 -0.19887 -4.51036
C -0.24178 0.34664 -5.10247
C 0.92044 0.44470 -4.11133
C 0.67819 1.42379 -2.96226
C 1.92573 1.59863 -2.10447
H 5.94591 4.73527 1.89530
H 4.72726 5.38807 0.80057
H 6.16568 4.60207 0.15276
H 5.43485 2.42902 1.09276
H 4.21501 3.07850 -0.00311
H 4.16550 3.31121 3.03719
H 2.94773 3.97289 1.94720
H 3.65989 1.01867 2.21451
H 2.44504 1.67893 1.11821
H 1.19022 2.58430 3.06322
H 2.39729 1.89029 4.15646
H 0.79431 0.28641 2.12087
H 1.89360 -0.37748 3.35027
H -0.80212 2.15395 3.78804
H -1.95556 0.94245 4.34516
H -1.40448 0.93417 2.66293
H 0.60624 1.61782 5.55150
H -0.38402 0.28553 6.14820
H 1.31442 0.00670 5.73112
H 0.30678 -1.76927 4.65418
H -1.38381 -1.25671 4.58992
H 0.35115 -1.91440 2.14154
H -0.79045 -2.97610 2.97315
H -0.80385 -2.69014 -0.80465
H -0.19852 -1.39989 -1.87643
H -2.65972 -0.60739 -2.04716
H -3.12370 -2.14249 -1.31688
H -2.87617 -4.18732 -2.48338
H -2.31335 -4.21196 -4.15626
H -1.16217 -3.91978 -2.85170
H -4.03561 -1.02561 -3.88846
H -4.53098 -2.57040 -3.18252
H -3.87777 -2.51709 -4.82345
H -1.55362 -2.23071 -5.20001
H -0.44207 -1.93292 -3.87418
H -2.35458 0.00058 -5.21725
H -1.75801 0.35594 -3.59759
H -0.44265 1.34499 -5.49103
H 0.05779 -0.27635 -5.94647
H 1.79387 0.78707 -4.66726
H 1.17751 -0.53991 -3.70920
H -0.13968 1.08187 -2.31936
H 0.39034 2.39099 -3.37565
H 2.74941 1.97427 -2.70463
H 1.73590 2.30981 -1.30444
H 2.23186 0.65109 -1.66328



Relative energy (zero: lowest compared OMol25 entry of this formula, charge and spin) for the records above, in order: 1760.03; 321.93; 396.82; 7.09 kJ/mol